[1]
A cluster of 3 separate species, C4H16N2O2 in total. Source: OMol25; level of theory: ωB97M-V/def2-TZVPD.

The calculation puts the LUMO energy at 0.48 eV. Its energy is -11481.8502 eV. The structure (SMILES) is NCCCCN.O.O. The energy above the lowest of the compared OMol25 structures with the same formula, charge and spin comes out at 108.2 kJ/mol.

Atoms and positions in Å:
O (-2.070, 0.216, 2.007)
O (0.030, 2.009, 1.133)
N (-1.901, 0.199, -1.546)
N (1.542, -1.963, 1.661)
C (0.650, 0.216, -1.424)
C (-0.657, 0.897, -1.759)
C (0.551, -0.998, -0.431)
C (1.752, -1.051, 0.509)
H (0.079, 2.572, 1.933)
H (-2.691, 0.829, 1.686)
H (1.410, 0.843, -0.961)
H (-0.378, -0.832, 0.122)
H (2.718, -1.272, 0.068)
H (1.864, -0.064, 0.983)
H (0.709, 1.347, 1.178)
H (-0.651, 1.678, -0.965)
H (1.142, -0.210, -2.321)
H (1.155, -2.816, 1.265)
H (-1.148, 0.473, 1.813)
H (-0.568, 1.274, -2.781)
H (-2.144, -0.533, -2.188)
H (0.446, -1.966, -0.926)
H (0.869, -1.620, 2.332)
H (-2.710, 0.774, -1.388)

Forces on the atoms, in the same order (eV/Å):
O 1.5 -1.9 1.2
O -0.7 1.1 0.6
N 0.0 -1.0 0.4
N 0.5 -0.5 -0.8
C 1.1 -3.2 -0.3
C 0.0 1.5 1.0
C 0.0 0.9 -0.3
C -1.1 0.3 1.7
H 0.2 -0.7 -0.7
H -0.6 1.4 -0.8
H -0.3 0.7 -0.3
H 0.2 -0.3 0.3
H 0.0 -0.1 -0.4
H 0.3 0.0 -0.3
H 0.8 -0.3 0.2
H -0.4 0.2 -1.2
H -0.2 0.4 0.1
H 0.0 -0.1 0.4
H -1.2 0.5 -0.3
H 0.0 0.6 0.1
H 0.2 -0.1 -0.3
H -0.1 0.1 -0.2
H -0.2 0.2 -0.2
H 0.2 0.3 0.0

***

[2]
A cluster of 3 separate species, C4H16N2O2 in total. Source: OMol25; level of theory: ωB97M-V/def2-TZVPD.

The calculation puts the LUMO energy at 0.42 eV. Its energy is -11481.5276 eV. The structure (SMILES) is NCCCCN.O.O. The energy above the lowest of the compared OMol25 structures with the same formula, charge and spin comes out at 139.3 kJ/mol.

Atoms and positions in Å:
O (-3.582, 0.008, 0.675)
O (-2.325, -1.615, -1.246)
N (1.012, -2.191, -1.033)
N (1.242, 2.841, 1.549)
C (1.456, 0.416, 0.894)
C (1.149, 0.257, -0.628)
C (0.245, -0.921, -0.958)
C (0.530, 1.512, 1.449)
H (0.958, -2.780, -0.213)
H (1.315, 3.176, 0.592)
H (-3.618, 0.710, 0.018)
H (0.959, 1.217, -1.146)
H (2.142, 2.564, 1.921)
H (2.003, -1.967, -1.007)
H (2.527, 0.632, 1.168)
H (2.109, 0.080, -1.133)
H (-2.065, -2.395, -1.749)
H (1.289, -0.586, 1.309)
H (0.239, 1.308, 2.506)
H (-0.421, 1.540, 0.931)
H (-0.128, -0.760, -1.963)
H (-0.507, -1.102, -0.197)
H (-2.968, -1.181, -1.830)
H (-3.561, -0.762, 0.091)

Forces on the atoms, in the same order (eV/Å):
O -0.2 0.0 -0.5
O -1.2 -0.1 -0.7
N 0.9 0.0 0.2
N -1.5 -1.2 -0.7
C -0.4 -0.1 -0.7
C 2.2 0.5 0.1
C 1.3 -0.3 0.2
C 0.8 0.1 2.4
H -0.7 0.1 0.2
H 0.6 0.2 0.2
H 0.0 0.4 0.3
H -0.9 -0.3 0.6
H 0.3 0.6 -0.3
H 0.0 0.0 -0.5
H -0.9 0.0 -0.6
H 0.1 -0.5 0.0
H 0.1 -0.1 0.1
H -0.3 0.2 0.3
H 0.2 -0.2 -0.6
H 0.0 0.4 -0.4
H -0.7 0.1 0.1
H -0.3 0.6 -0.4
H 0.3 -0.2 0.1
H 0.2 -0.3 0.5

***

[3]
A cluster of 4 separate species, C4H16N2O4 in total. Source: OMol25; level of theory: ωB97M-V/def2-TZVPD.

The calculation puts the LUMO energy at 0.51 eV. Its energy is -15578.1368 eV. The structure (SMILES) is NCC[C@@H](N)C=O.O.O.O. The energy above the lowest of the compared OMol25 structures with the same formula, charge and spin comes out at 33.2 kJ/mol.

Atoms and positions in Å:
O (3.715, -0.688, 0.785)
O (-3.038, 0.582, 0.621)
O (-0.650, 1.451, 1.882)
O (-1.731, -1.770, 0.996)
N (-0.585, 1.671, -1.551)
N (1.021, -1.179, 0.810)
C (1.139, -0.074, -1.399)
C (3.036, 0.096, 0.179)
C (-0.331, 0.238, -1.694)
C (1.521, -0.019, 0.077)
H (-3.803, 0.591, 1.191)
H (-2.658, -0.312, 0.691)
H (-1.844, -2.581, 0.466)
H (3.490, 0.958, -0.357)
H (-0.404, 0.560, 2.185)
H (-1.533, 1.329, 1.467)
H (1.389, -1.158, 1.754)
H (1.096, 0.872, 0.545)
H (1.378, -1.069, -1.788)
H (-0.969, -0.371, -1.049)
H (-1.521, 1.886, -1.873)
H (1.404, -2.026, 0.393)
H (-0.544, 1.931, -0.574)
H (-0.784, -1.542, 0.938)
H (-0.514, -0.026, -2.730)
H (1.723, 0.649, -1.964)

Forces on the atoms, in the same order (eV/Å):
O 0.2 -0.1 0.1
O 0.3 0.4 -0.3
O -0.1 -0.4 0.0
O -0.6 -0.7 -0.2
N 0.1 -0.1 -0.2
N -0.2 -0.1 -0.1
C -0.5 0.0 -0.1
C -0.2 0.2 0.0
C 0.3 0.2 0.3
C 0.4 -0.1 -0.1
H -0.3 0.0 0.2
H 0.0 -0.3 0.0
H 0.1 0.6 0.4
H -0.1 -0.1 0.1
H -0.3 0.5 -0.1
H 0.2 -0.1 0.2
H 0.1 -0.1 0.1
H 0.0 0.1 -0.1
H 0.1 0.0 0.0
H -0.1 -0.1 -0.1
H 0.0 0.0 0.1
H 0.0 0.1 0.1
H -0.1 0.1 0.1
H 0.5 0.0 -0.1
H -0.2 -0.1 -0.2
H 0.2 0.1 0.0